Below is a molecular structure, C36H41As2NNaOSe2 at a distorted geometry, with properties calculated with ωB97M-V with the def2-TZVPD basis set.

## Properties
energy above the lowest of the compared OMol25 structures with the same formula, charge and spin = 21.6 kJ/mol
highest occupied orbital energy = -9.90 eV
net charge = +1

The geometry in XYZ format:
```
84
C36H41As2NNaOSe2 ωB97M-V with the def2-TZVPD basis set
Na -1.751 4.918 -2.162
C 0.523 3.348 -1.268
Se 2.058 3.172 -2.530
C 1.704 4.716 -3.752
C 0.781 4.357 -4.879
Se -0.581 5.644 -5.130
C -2.183 4.446 -5.497
H 0.721 2.460 -0.639
H -0.442 3.141 -1.758
H 0.462 4.270 -0.728
H 2.719 4.982 -4.189
H 1.294 5.515 -3.111
H 0.354 3.343 -4.775
H 1.254 4.359 -5.872
H -2.452 4.680 -6.528
H -2.934 4.923 -4.840
H -2.017 3.379 -5.451
C 1.961 -2.438 2.169
C 0.559 -2.795 1.793
As 0.356 -2.766 -0.270
C 1.454 -4.334 -0.686
C 1.524 -5.473 0.130
C 2.525 -6.416 -0.149
C 3.286 -6.326 -1.287
C 3.166 -5.180 -2.107
C 2.255 -4.174 -1.761
C -1.442 -3.695 -0.307
C -1.885 -5.026 -0.592
C -3.200 -5.415 -0.610
C -4.154 -4.448 -0.352
C -3.827 -3.105 -0.176
C -2.455 -2.736 -0.006
As 2.621 -0.625 1.677
C 1.399 0.214 3.052
C 1.649 0.387 4.403
C 0.830 1.187 5.213
C -0.307 1.738 4.624
C -0.716 1.423 3.311
C 0.235 0.716 2.461
C 4.207 -0.443 2.826
C 4.556 0.824 3.252
C 5.434 0.947 4.295
C 6.085 -0.173 4.837
C 5.727 -1.386 4.292
C 4.873 -1.563 3.220
H 2.692 -3.012 1.523
H 2.138 -2.600 3.286
H -0.144 -2.026 2.114
H 0.076 -3.702 2.171
H 0.822 -5.539 0.956
H 2.777 -7.136 0.627
H 3.927 -7.197 -1.573
H 3.524 -5.187 -3.150
H 2.152 -3.270 -2.323
H -1.078 -5.720 -0.831
H -3.497 -6.438 -0.648
H -5.162 -4.724 -0.470
H -4.545 -2.322 -0.329
H -2.285 -1.656 0.107
H 2.608 -0.004 4.649
H 1.142 1.424 6.233
H -0.944 2.407 5.136
H -1.631 1.832 2.976
H 0.023 0.567 1.387
H 4.010 1.670 2.956
H 5.656 2.003 4.654
H 6.667 -0.119 5.723
H 6.145 -2.346 4.740
H 4.729 -2.568 2.757
O -3.877 5.761 -2.140
C -4.815 4.881 -1.488
C -4.390 3.451 -1.472
C -5.288 2.584 -0.821
C -4.968 1.210 -0.923
C -3.836 0.808 -1.643
C -3.017 1.790 -2.220
N -3.276 3.036 -2.122
H -4.067 6.646 -1.834
H -5.786 4.971 -2.000
H -4.945 5.214 -0.452
H -6.308 2.952 -0.483
H -5.592 0.474 -0.407
H -3.760 -0.203 -2.032
H -2.095 1.518 -2.779
```

Atom charges from the Löwdin analysis, given in e for atoms 1 to 2: 0.455 -0.389

=====

Below is a single C4H4S2 molecule at a distorted geometry, with properties calculated with ωB97M-V with the def2-TZVPD basis set.

## Properties
energy above the lowest of the compared OMol25 structures with the same formula, charge and spin = 271.1 kJ/mol
highest occupied orbital energy = -9.10 eV
SMILES = C#C[C@H](S)C=S

The geometry in XYZ format:
```
10
C4H4S2 ωB97M-V with the def2-TZVPD basis set
C -2.038 0.917 -0.477
C -0.993 0.367 -0.200
C 0.280 -0.302 -0.322
S 0.031 -2.100 0.039
C 1.466 0.415 0.378
S 3.048 0.491 0.070
H -2.957 1.327 -0.590
H 0.411 -0.226 -1.404
H -0.304 -1.808 1.270
H 1.057 0.919 1.235
```

Atom charges from the Löwdin analysis, given in e for atoms 1 to 2: 0.150 -0.213

=====

Below is a molecular structure, C28H16N3OPS2SeZr at a distorted geometry, with properties calculated with ωB97M-V with the def2-TZVPD basis set.

## Properties
highest occupied orbital energy (spin up / spin down) = -8.38 / -8.38 eV

The geometry in XYZ format:
```
53
C28H16N3OPS2SeZr ωB97M-V with the def2-TZVPD basis set
Zr -8.637 -16.060 5.979
S -7.179 -14.563 4.565
C -7.771 -13.393 5.783
C -7.892 -12.102 5.259
C -8.032 -10.986 6.069
C -8.090 -9.696 5.484
N -8.096 -8.702 4.872
C -7.968 -11.177 7.485
C -7.884 -12.445 8.038
C -7.942 -13.544 7.192
S -8.095 -15.125 8.129
C -7.979 -10.149 8.397
N -8.041 -9.354 9.281
H -7.803 -12.055 4.188
H -7.852 -12.611 9.068
O -10.360 -15.468 5.116
C -10.633 -16.726 4.918
C -11.748 -17.343 5.376
C -12.520 -16.523 6.220
C -13.624 -17.080 6.810
C -13.836 -18.439 6.707
C -12.990 -19.304 6.001
C -11.994 -18.752 5.180
P -10.840 -19.762 4.184
C -11.649 -21.388 4.033
C -13.034 -21.483 3.806
C -13.622 -22.710 3.517
C -12.794 -23.804 3.332
C -11.392 -23.735 3.376
C -10.869 -22.488 3.721
C -11.069 -19.328 2.424
C -12.033 -18.361 2.058
C -12.150 -18.156 0.690
C -11.414 -18.904 -0.230
C -10.579 -19.969 0.141
C -10.371 -20.116 1.518
H -12.135 -15.492 6.316
H -14.422 -16.503 7.314
H -14.687 -18.959 7.210
H -13.036 -20.398 6.044
H -13.713 -20.609 3.782
H -14.699 -22.763 3.487
H -13.197 -24.786 3.084
H -10.814 -24.612 3.156
H -9.803 -22.239 3.611
H -12.651 -17.757 2.749
H -12.757 -17.291 0.320
H -11.446 -18.574 -1.320
H -10.155 -20.567 -0.625
H -9.670 -20.882 1.946
Se -6.069 -19.416 3.712
C -7.210 -18.654 4.719
N -7.755 -17.916 5.460
```

Atom charges from the Löwdin analysis, given in e for atoms 1 to 2: 1.218 0.609

=====

Below is 2 unconnected molecules or ions with the total composition C3H8O2 at a distorted geometry, with properties calculated with ωB97M-V with the def2-TZVPD basis set.

## Properties
energy above the lowest of the compared OMol25 structures with the same formula, charge and spin = 235.5 kJ/mol
highest occupied orbital energy = -10.26 eV
SMILES = C1COC1.O

The geometry in XYZ format:
```
13
C3H8O2 ωB97M-V with the def2-TZVPD basis set
C -0.114 -0.879 -0.839
C -0.717 -0.282 0.410
O 0.694 0.276 0.712
C 1.223 -0.766 -0.136
H -0.165 -0.114 -1.625
H -0.494 -1.828 -1.201
H -1.627 0.309 0.215
H -0.886 -0.893 1.287
H 1.463 -1.644 0.475
H 2.095 -0.489 -0.736
O -0.677 2.260 0.147
H -0.937 2.327 1.073
H 0.143 1.722 0.218
```

Atom charges from the Löwdin analysis, given in e for atoms 1 to 2: -0.140 -0.134

=====

Below is a molecular structure, CHFHgLiO2 at a distorted geometry, with properties calculated with ωB97M-V with the def2-TZVPD basis set.

## Properties
energy above the lowest of the compared OMol25 structures with the same formula, charge and spin = 98.9 kJ/mol
highest occupied orbital energy (spin up / spin down) = -5.07 / -9.35 eV
⟨S²⟩ = 0.771
2S+1 = 2

The geometry in XYZ format:
```
7
CHFHgLiO2 ωB97M-V with the def2-TZVPD basis set
F 3.462 -0.590 -0.129
C -0.652 1.350 -0.005
H -1.444 2.114 0.147
O -0.433 -0.885 -0.130
O -1.261 0.253 0.121
Hg 1.624 0.149 -0.422
Li -1.296 -2.390 0.419
```

Atom charges from the Löwdin analysis, given in e for atoms 1 to 2: -0.769 -0.109

=====

Below is a molecular structure, C9H12BF4N3O4Pt at a distorted geometry, with properties calculated with ωB97M-V with the def2-TZVPD basis set.

## Properties
energy above the lowest of the compared OMol25 structures with the same formula, charge and spin = 52.7 kJ/mol
highest occupied orbital energy = -9.84 eV

The geometry in XYZ format:
```
34
C9H12BF4N3O4Pt ωB97M-V with the def2-TZVPD basis set
Pt -0.978 0.933 0.075
N -2.942 1.558 -0.146
C -2.963 3.031 0.002
C -2.268 3.287 1.309
N -0.947 2.608 1.240
H -3.335 1.248 -1.029
H -3.524 1.156 0.600
H -3.986 3.409 0.029
H -2.439 3.481 -0.842
H -2.830 2.789 2.096
H -2.152 4.342 1.552
H -0.666 2.312 2.173
H -0.231 3.219 0.857
F -3.689 -0.657 3.763
B -3.238 0.087 2.708
F -2.016 0.750 3.025
F -4.182 1.122 2.360
F -3.057 -0.678 1.537
O 1.042 0.733 -0.098
C 0.936 -0.409 -0.683
O -0.231 -0.830 -0.920
C 2.137 -1.197 -1.021
C 3.399 -0.617 -0.945
C 4.525 -1.364 -1.252
C 4.395 -2.694 -1.622
C 3.128 -3.245 -1.689
C 1.988 -2.525 -1.400
N 2.991 -4.662 -2.088
O 1.867 -5.098 -2.219
O 4.011 -5.309 -2.205
H 3.486 0.418 -0.643
H 5.506 -0.914 -1.200
H 5.253 -3.306 -1.857
H 1.011 -2.980 -1.467
```

Atom charges from the Löwdin analysis, given in e for atoms 1 to 2: 1.213 -0.098

=====

Respective E_tot values: -298311.947; -25879.913; -133397.293; -7333.609; -12239.094; -36985.726 eV.